The following is a DFT calculation (ωB97M-V with the def2-TZVPD basis set) of 2 unconnected molecules or ions with the total composition C12H18N4O2S in a non-equilibrium geometry.

Geometry (Å):
N 2.318 1.981 -2.244
C 2.899 1.089 -1.820
C 3.659 -0.036 -1.278
C 2.956 -0.697 -0.067
C 3.987 -1.286 0.795
N 4.809 -1.793 1.412
C 1.948 -1.780 -0.491
C 0.560 -1.181 -0.779
C -0.189 -1.956 -1.856
C -1.659 -1.560 -1.991
S -2.604 -1.942 -0.485
C -3.431 -0.450 -0.142
N -4.348 -0.255 0.761
N -4.651 1.101 0.724
C -3.891 1.615 -0.186
O -3.083 0.691 -0.794
H 3.803 -0.767 -2.072
H 4.646 0.323 -0.994
H 2.419 0.065 0.497
H 1.853 -2.509 0.311
H 2.310 -2.316 -1.368
H 0.674 -0.148 -1.109
H -0.008 -1.174 0.148
H 0.284 -1.698 -2.806
H -0.068 -3.029 -1.712
H -1.714 -0.505 -2.233
H -2.131 -2.106 -2.803
H -3.804 2.633 -0.515
C -1.627 1.955 3.027
C -0.218 2.248 2.554
O 0.280 1.209 1.713
H -1.655 1.004 3.561
H -1.996 2.738 3.690
H -2.315 1.878 2.182
H 0.470 2.306 3.396
H -0.178 3.204 2.022
H -0.304 1.149 0.951

- SMILES = N#CC[C@H](C#N)CCCCSc1nnco1.CCO
- HOMO level (hartree) = -0.3404
- spin multiplicity = 1
- net charge = 0

These are the Mulliken partial charges, in e, on atoms 1 to 4: number 1, N, carries -0.490; number 2, C, carries 0.269; number 3, C, carries -0.656; number 4, C, carries 0.755

The following is a DFT calculation (ωB97M-V with the def2-TZVPD basis set) of 6 unconnected molecules or ions with the total composition C12H18N6 in a non-equilibrium geometry.

Geometry (Å):
C -0.037 -1.450 -5.258
C 0.429 -1.844 -3.922
N 0.794 -2.168 -2.888
H 0.429 -2.102 -5.993
H 0.224 -0.417 -5.472
H -1.119 -1.561 -5.274
C 0.933 0.574 -1.092
C -0.305 1.173 -0.646
N -1.287 1.603 -0.247
H 0.970 0.579 -2.180
H 0.978 -0.460 -0.746
H 1.840 1.058 -0.735
C 1.086 -5.395 1.247
C 0.791 -3.988 0.992
N 0.559 -2.882 0.794
H 0.281 -5.854 1.809
H 2.037 -5.468 1.773
H 1.226 -5.888 0.284
C -1.248 1.945 2.895
C -1.500 1.761 4.317
N -1.721 1.575 5.430
H -0.479 2.679 2.664
H -2.134 2.351 2.404
H -1.021 0.966 2.482
C 4.832 1.778 1.928
C 3.524 2.312 1.565
N 2.491 2.704 1.265
H 5.088 0.990 1.218
H 4.817 1.360 2.931
H 5.623 2.522 1.851
C -4.593 2.054 -1.006
C -4.903 1.569 0.326
N -5.141 1.205 1.388
H -4.934 3.078 -1.191
H -5.014 1.452 -1.805
H -3.514 2.190 -1.108

- SMILES = CC#N.CC#N.CC#N.CC#N.CC#N.CC#N
- HOMO level (hartree) = -0.3949
- spin multiplicity = 1
- net charge = 0

These are the Mulliken partial charges, in e, on atoms 1 to 4: number 1, C, carries -0.787; number 2, C, carries 0.344; number 3, N, carries -0.352; number 4, H, carries 0.277

The following is a DFT calculation (ωB97M-V with the def2-TZVPD basis set) of 2 unconnected molecules or ions with the total composition C12H18O8P in a non-equilibrium geometry.

Geometry (Å):
C 3.384 3.243 1.224
C 1.943 2.878 1.469
O 1.793 1.535 2.006
P 1.101 0.398 1.091
C -0.376 -0.173 1.819
C -1.745 0.112 1.577
O -2.653 0.002 2.406
O -1.962 0.527 0.286
C -3.361 0.649 -0.072
C -4.018 -0.676 -0.351
O 1.076 0.846 -0.339
O 2.121 -0.800 1.418
C 1.938 -2.089 0.783
C 2.938 -3.076 1.352
H 3.412 4.140 0.605
H 3.903 3.451 2.161
H 3.905 2.448 0.686
H 1.458 3.538 2.194
H 1.407 2.936 0.513
H -0.219 -0.618 2.794
H -3.884 1.170 0.742
H -3.348 1.299 -0.951
H -5.050 -0.515 -0.666
H -3.491 -1.226 -1.133
H -4.017 -1.253 0.575
H 0.909 -2.433 0.969
H 2.091 -1.981 -0.302
H 2.796 -4.030 0.836
H 3.963 -2.731 1.173
H 2.795 -3.228 2.427
C -0.712 -0.126 -2.100
C -1.814 0.092 -2.835
C -1.704 -0.655 -4.082
O -2.497 -0.825 -4.979
O -0.423 -1.265 -4.091
C 0.179 -1.032 -2.858
O 1.225 -1.564 -2.546
H -0.373 0.356 -1.204
H -2.689 0.674 -2.594

- HOMO level (hartree) = -0.1442
- spin multiplicity = 1
- net charge = -1

These are the Mulliken partial charges, in e, on atoms 1 to 4: number 1, C, carries -1.177; number 2, C, carries -0.203; number 3, O, carries -0.411; number 4, P, carries 1.419

The following is a DFT calculation (ωB97M-V with the def2-TZVPD basis set) of 3 unconnected molecules or ions with the total composition C12H18O9 in a non-equilibrium geometry.

Geometry (Å):
C -3.632 -2.474 -1.936
C -3.009 -1.944 -3.231
C -3.498 -0.530 -3.590
O -2.390 0.359 -3.354
C -1.321 -0.401 -3.076
O -0.219 0.042 -2.887
O -1.612 -1.678 -3.044
H -3.778 -1.834 -1.070
H -2.968 -3.291 -1.638
H -4.587 -2.913 -2.236
H -3.120 -2.663 -4.038
H -4.392 -0.232 -3.039
H -3.814 -0.369 -4.626
C 4.002 -0.190 0.458
C 4.570 0.965 -0.341
C 3.543 2.008 -0.842
O 3.968 3.212 -0.227
C 4.956 3.012 0.643
O 5.385 3.850 1.358
O 5.406 1.730 0.553
H 3.464 -0.840 -0.233
H 3.331 0.176 1.239
H 4.740 -0.761 1.019
H 5.146 0.669 -1.218
H 2.571 1.765 -0.410
H 3.540 2.091 -1.922
C -1.077 -0.932 4.358
C -1.424 0.138 3.328
C -0.405 0.673 2.269
O -1.069 0.641 1.015
C -2.321 0.164 1.202
O -3.165 0.109 0.371
O -2.485 -0.244 2.471
H -1.449 -0.549 5.311
H -0.003 -0.969 4.551
H -1.506 -1.911 4.178
H -1.706 1.061 3.844
H 0.623 0.312 2.343
H -0.295 1.751 2.444

- SMILES = C[C@H]1COC(=O)O1.C[C@H]1COC(=O)O1.C[C@H]1COC(=O)O1
- HOMO level (hartree) = -0.3934
- spin multiplicity = 1
- net charge = 0

These are the Mulliken partial charges, in e, on atoms 1 to 4: number 1, C, carries -1.253; number 2, C, carries 0.468; number 3, C, carries -0.465; number 4, O, carries -0.323

The following is a DFT calculation (ωB97M-V with the def2-TZVPD basis set) of 2 unconnected molecules or ions with the total composition C12H18OSi in a non-equilibrium geometry.

Geometry (Å):
C -2.008 -2.827 0.580
C -2.818 -1.971 -0.131
C -0.627 -2.802 0.595
C -2.165 -1.062 -0.980
C -0.037 -1.967 -0.303
C -0.775 -1.022 -1.072
C 2.885 -0.291 -1.502
C 1.848 0.361 -2.499
C -0.336 0.187 2.591
C 0.806 3.404 0.825
C 0.118 1.624 2.357
C 0.343 2.040 1.119
O -0.923 1.105 -3.044
Si 0.167 0.138 -2.218
H -2.395 -3.689 1.066
H -3.840 -1.949 0.005
H 0.105 -3.452 1.218
H -2.816 -0.267 -1.547
H 1.010 -1.872 -0.284
H 3.637 -0.801 -2.079
H 2.270 -0.808 -0.750
H 2.315 0.871 -3.293
H -0.366 -0.457 1.618
H -1.428 0.350 2.692
H 0.024 -0.311 3.438
H -0.009 4.161 0.922
H 1.709 3.663 1.359
H 1.053 3.214 -0.385
H 3.516 0.463 -0.788
H 0.273 2.130 3.303
H 0.153 1.245 0.412
H -1.689 0.593 -3.226

- SMILES = C/C=[Si](/O)c1ccccc1.C/C=C/C
- HOMO level (hartree) = -0.2793
- spin multiplicity = 1
- net charge = 0

These are the Mulliken partial charges, in e, on atoms 1 to 4: number 1, C, carries -0.350; number 2, C, carries -0.967; number 3, C, carries -0.401; number 4, C, carries -0.161

The following is a DFT calculation (ωB97M-V with the def2-TZVPD basis set) of a gas-phase ion, C12H19BClN4O (charge -1) in a non-equilibrium geometry.

Geometry (Å):
C 3.406 -2.509 -0.164
C 1.911 -2.348 0.034
C 1.418 -1.236 1.131
B 0.155 -0.295 0.661
C -0.693 0.239 1.965
C 0.192 0.476 3.324
O -0.367 0.062 4.495
Cl 1.852 1.290 3.444
C -0.788 -1.176 -0.357
C -2.306 -0.606 -0.581
N -3.330 -1.163 0.431
N -2.422 0.896 -0.707
N -2.770 -1.176 -1.939
C 0.781 0.977 -0.178
C 0.871 2.539 0.384
C 1.511 3.809 -0.404
N 2.050 3.640 -1.783
C 1.958 2.267 -2.356
C 1.405 0.870 -1.727
H 3.820 -3.473 -0.723
H 4.187 -1.752 0.268
H 1.238 -3.074 -0.588
H 1.229 -1.830 2.146
H 2.342 -0.499 1.296
H -1.473 -0.626 2.227
H -1.341 1.202 1.694
H -0.895 -2.262 0.112
H -0.279 -1.331 -1.413
H -3.338 -2.216 0.291
H -4.294 -0.821 0.202
H -3.471 1.081 -0.689
H -2.091 1.252 -1.634
H -3.812 -1.229 -1.940
H -2.390 -0.611 -2.729
H 0.424 2.747 1.466
H 1.542 4.872 0.137
H 2.362 2.168 -3.477
H 1.407 -0.153 -2.319

- HOMO level (hartree) = -0.1898
- spin multiplicity = 1
- net charge = -1

These are the Mulliken partial charges, in e, on atoms 1 to 4: number 1, C, carries -0.787; number 2, C, carries -0.125; number 3, C, carries -0.423; number 4, B, carries 1.081

The following is a DFT calculation (ωB97M-V with the def2-TZVPD basis set) of a gas-phase ion, C12H19Cl2N4O (charge +1) in a non-equilibrium geometry.

Geometry (Å):
C -1.335 -1.794 2.613
C -1.535 -1.458 1.342
N -1.668 -0.544 0.155
C -2.999 -0.060 -0.299
Cl -3.271 1.781 -0.213
C -4.097 -0.866 -0.752
C -5.481 -0.081 -1.117
Cl -3.912 -2.684 -0.856
C -0.516 -0.140 -0.461
N -0.674 0.831 -1.566
N 0.741 -0.674 0.056
C 1.746 0.360 0.437
C 1.112 1.163 1.725
C 2.176 2.125 2.466
N 3.504 1.487 2.764
C 1.277 -1.870 -0.629
C 1.297 -1.594 -2.356
C 2.753 -0.919 -2.936
O 2.261 -2.468 -3.143
H -1.157 -2.022 3.740
H -5.990 0.377 -0.175
H -5.236 0.731 -1.916
H -6.166 -0.870 -1.619
H -1.188 0.386 -2.356
H 0.264 1.159 -1.862
H 2.789 -0.051 0.729
H 1.914 1.116 -0.443
H 0.705 0.316 2.421
H 0.200 1.808 1.380
H 1.704 2.388 3.504
H 2.264 3.157 1.921
H 3.857 2.005 3.605
H 4.147 1.808 2.000
H 2.356 -2.170 -0.376
H 0.529 -2.760 -0.530
H 0.254 -1.225 -2.876
H 2.973 -0.636 -1.808
H 3.775 -1.407 -3.044

- SMILES = C#CN(/C(N)=[N+](/CCCN)C[C@H]1CO1)/C(Cl)=C(/C)Cl
- HOMO level (hartree) = -0.4304
- spin multiplicity = 1
- net charge = +1

These are the Mulliken partial charges, in e, on atoms 1 to 4: number 1, C, carries -0.363; number 2, C, carries -0.112; number 3, N, carries 0.561; number 4, C, carries -0.262

The following is a DFT calculation (ωB97M-V with the def2-TZVPD basis set) of a molecular structure, C12H19Cl3O3Os in a non-equilibrium geometry.

Geometry (Å):
C 1.460 -0.423 -0.004
C 1.291 0.219 -1.304
C 0.159 -0.422 -1.948
C 2.258 1.085 -2.022
C -0.247 -1.523 -1.107
C 0.479 -1.461 0.105
C 0.281 -2.366 1.265
C 2.556 -0.221 0.972
C -0.298 -0.181 -3.338
C -1.203 -2.589 -1.504
Os -0.442 1.181 -0.337
Cl -0.774 2.584 -1.779
Cl 1.213 2.518 0.680
Cl -2.547 0.147 -0.628
H 2.726 1.789 -1.333
H 1.756 1.659 -2.802
H 3.030 0.456 -2.484
H -0.108 0.853 -3.638
H -1.372 -0.370 -3.438
H 0.233 -0.850 -4.028
H -1.975 -2.203 -2.179
H -1.687 -3.025 -0.621
H -0.674 -3.403 -2.024
H -0.749 -2.271 1.641
H 0.947 -2.109 2.094
H 0.438 -3.421 0.990
H 3.023 0.756 0.828
H 3.321 -1.004 0.851
H 2.168 -0.274 2.008
O 1.328 -0.800 3.963
H 0.588 -0.206 4.241
C -2.904 2.590 2.776
C -1.866 1.814 1.980
O -1.377 0.725 2.332
O -1.576 2.392 0.843
H -3.767 1.967 3.027
H -3.239 3.468 2.210
H -2.451 2.918 3.712

- ⟨S²⟩ = 6.0342
- HOMO level (spin up / spin down) (hartree) = 0.0816 / 0.0214
- spin multiplicity = 5
- net charge = -2

These are the Mulliken partial charges, in e, on atoms 1 to 4: number 1, C, carries 0.125; number 2, C, carries 0.891; number 3, C, carries 0.546; number 4, C, carries -1.611

The following is a DFT calculation (ωB97M-V with the def2-TZVPD basis set) of a molecular structure, C12H19CoFO4SSb in a non-equilibrium geometry.

Geometry (Å):
Co 1.364 -14.610 0.212
O -0.415 -15.094 1.074
S -0.776 -13.701 1.601
O -1.706 -12.839 0.893
O 0.748 -13.031 1.244
O -0.841 -13.913 3.089
F 5.975 -17.323 3.319
C 4.969 -16.664 2.643
C 5.272 -15.427 1.991
C 4.280 -14.911 1.121
C 2.979 -15.444 1.083
C 2.676 -16.628 1.802
C 3.672 -17.246 2.622
H 6.151 -14.797 2.296
H 4.595 -14.116 0.396
H 1.710 -17.066 1.780
H 3.486 -18.078 3.269
C -1.254 -9.777 1.902
C -0.368 -10.231 3.043
Sb 1.528 -11.651 2.867
C 2.649 -13.206 4.012
C 3.575 -12.658 5.070
C 3.265 -11.060 1.637
C 4.652 -11.223 2.285
H -1.826 -8.834 2.072
H -1.907 -10.614 1.598
H -0.624 -9.493 1.040
H -0.982 -10.991 3.642
H 0.042 -9.432 3.723
H 3.142 -13.740 3.204
H 1.806 -13.834 4.384
H 4.189 -13.411 5.570
H 2.898 -12.164 5.830
H 4.228 -11.797 4.768
H 3.006 -10.034 1.300
H 3.185 -11.752 0.817
H 4.875 -10.639 3.194
H 5.305 -10.862 1.473
H 4.898 -12.293 2.419

- ⟨S²⟩ = 3.8035
- HOMO level (spin up / spin down) (hartree) = -0.1270 / -0.1136
- spin multiplicity = 4
- net charge = -1

These are the Mulliken partial charges, in e, on atoms 1 to 4: number 1, Co, carries -0.025; number 2, O, carries -0.721; number 3, S, carries 1.212; number 4, O, carries -0.590

The following is a DFT calculation (ωB97M-V with the def2-TZVPD basis set) of a molecular structure, C12H19F13O4P2S.

Geometry (Å):
C 5.722 -0.406 0.954
C 4.198 -0.213 0.898
C 3.820 1.225 1.227
O 2.447 1.359 1.651
P 1.312 1.444 0.549
O 1.672 1.006 -0.809
O 0.129 0.623 1.232
C -0.494 -0.440 0.471
C -1.413 -1.184 1.449
C -2.870 -1.245 1.033
F -3.257 0.001 0.614
F -3.661 -1.564 2.084
C -3.274 -2.179 -0.148
F -4.612 -2.083 -0.303
F -2.691 -1.705 -1.276
C -2.947 -3.713 0.034
F -4.023 -4.444 -0.233
F -2.644 -3.929 1.334
C -1.714 -4.246 -0.777
F -0.744 -3.347 -0.704
F -1.287 -5.337 -0.162
S -2.009 -4.726 -2.599
F -3.317 -3.821 -2.663
F -2.876 -5.956 -2.094
F -0.698 -5.617 -2.565
F -1.155 -3.499 -3.121
F -2.265 -5.174 -4.085
O 0.816 2.938 0.702
P 0.195 3.797 -0.633
C -1.544 3.190 -0.527
C 0.016 5.424 0.217
C 0.969 6.478 -0.401
H 6.057 -1.098 0.177
H 6.041 -0.826 1.913
H 6.251 0.538 0.797
H 3.679 -0.889 1.585
H 3.836 -0.455 -0.107
H 4.029 1.889 0.381
H 4.416 1.578 2.076
H -1.038 0.002 -0.364
H 0.285 -1.098 0.081
H -1.019 -2.175 1.675
H -1.413 -0.631 2.394
H -1.672 2.443 0.260
H -2.238 4.019 -0.372
H -1.769 2.738 -1.499
H -1.022 5.726 0.041
H 0.177 5.346 1.294
H 0.470 7.449 -0.459
H 1.874 6.585 0.200
H 1.253 6.199 -1.420

- HOMO level (hartree) = -0.3313
- spin multiplicity = 1
- net charge = 0

These are the Mulliken partial charges, in e, on atoms 1 to 4: number 1, C, carries -1.225; number 2, C, carries -0.099; number 3, C, carries -0.669; number 4, O, carries -0.392

The following is a DFT calculation (ωB97M-V with the def2-TZVPD basis set) of a molecular structure, C12H19FN in a non-equilibrium geometry.

Geometry (Å):
C -3.095 -0.605 -1.498
C -3.608 0.522 -0.816
C -1.941 -1.067 -0.873
C -3.014 0.835 0.327
C 2.231 1.319 -0.345
C 1.069 2.070 -0.845
C 2.008 0.641 0.960
C -0.060 1.075 -1.066
C 0.933 -0.453 0.789
C -0.354 0.368 0.349
C 1.425 -1.658 0.026
C -1.917 -1.261 1.580
N -1.675 -0.450 0.375
F -3.071 1.560 1.347
H -3.384 -0.940 -2.413
H -4.474 1.042 -1.402
H -1.243 -1.808 -1.237
H 2.601 0.545 -1.065
H 3.047 2.084 -0.099
H 0.780 2.882 -0.153
H 1.285 2.603 -1.795
H 2.891 0.099 1.262
H 1.703 1.278 1.846
H -0.985 1.553 -1.465
H 0.138 0.294 -1.821
H 0.703 -0.680 1.835
H -0.454 1.356 0.865
H 2.434 -1.851 0.409
H 1.528 -1.411 -1.036
H 0.865 -2.553 0.070
H -1.829 -0.573 2.479
H -2.915 -1.765 1.738
H -1.213 -2.093 1.798

- HOMO level (hartree) = -0.4898
- spin multiplicity = 1
- net charge = +1

These are the Mulliken partial charges, in e, on atoms 1 to 4: number 1, C, carries -0.553; number 2, C, carries -0.371; number 3, C, carries -0.412; number 4, C, carries 0.297

The following is a DFT calculation (ωB97M-V with the def2-TZVPD basis set) of 2 unconnected molecules or ions with the total composition C12H19FN5.

Geometry (Å):
C 1.471 -2.346 1.154
C 1.589 -1.487 -0.103
C 0.282 -1.293 -0.852
C -0.876 -0.842 0.035
N -2.144 -1.382 -0.502
C -3.197 -1.592 0.268
N -3.247 -1.338 1.596
C -4.449 -1.717 1.976
N -5.183 -2.181 0.962
N -4.388 -2.101 -0.141
N -4.826 -2.495 -1.393
H 1.162 -1.731 1.994
H 0.682 -3.085 1.024
H 2.398 -2.837 1.403
H 2.269 -1.990 -0.786
H 2.052 -0.536 0.099
H 0.417 -0.545 -1.628
H 0.007 -2.229 -1.337
H -0.960 0.236 0.099
H -0.786 -1.226 1.043
H -2.203 -1.632 -1.472
H -4.771 -1.648 2.998
H -6.128 -2.528 0.976
H -4.565 -3.459 -1.568
H -4.439 -1.887 -2.100
F 1.686 1.633 0.399
C 2.509 2.653 0.041
C 1.952 3.848 -0.363
C 2.797 4.886 -0.726
C 4.174 4.712 -0.686
C 4.709 3.499 -0.278
C 3.872 2.456 0.093
H 0.876 3.961 -0.391
H 2.379 5.833 -1.040
H 4.829 5.524 -0.971
H 5.781 3.361 -0.248
H 4.269 1.505 0.422

- HOMO level (hartree) = -0.4105
- spin multiplicity = 1
- net charge = +1

These are the Mulliken partial charges, in e, on atoms 1 to 4: number 1, C, carries -1.269; number 2, C, carries -0.108; number 3, C, carries -0.740; number 4, C, carries -0.615